A | ORCA calculation (the ωB97M-V functional and the def2-TZVPD basis) on a 2-piece molecular cluster, C3H4F2O overall.

Positions of all 10 atoms, in Å:
C  1.49112  -0.24117  -0.58444
C  0.18666  -0.66090  -0.11627
C  -0.96173  -0.04425  0.09816
H  1.94158  -0.39287  1.59985
H  1.83876  -1.04026  -1.19858
H  1.62038  0.74509  -1.18787
H  0.09024  -1.85022  -0.10582
O  2.26452  0.25412  0.50671
F  -2.12121  -0.55734  0.17297
F  -0.97918  1.24437  -0.12253

E_LUMO = 0.513 eV


B | ORCA calculation (the ωB97M-V functional and the def2-TZVPD basis) on C3H4F2O in the gas phase.

Positions of all 10 atoms, in Å:
C  -1.61676  0.17923  0.24968
O  -0.50079  0.14465  -0.58123
C  0.60212  -0.46230  -0.34367
C  1.83351  0.11080  -0.14306
F  1.97676  1.41067  -0.13607
F  2.95664  -0.53145  0.10349
H  -2.15298  -0.78919  0.22647
H  -1.42730  0.55131  1.26381
H  -2.29290  0.93354  -0.22747
H  0.62171  -1.54726  -0.41195

E_LUMO = 0.896 eV
SMILES = COC=C(F)F


C | ORCA calculation (the ωB97M-V functional and the def2-TZVPD basis) on C3H4F2O in the gas phase.

Positions of all 10 atoms, in Å:
C  -0.23284  -0.43801  0.85748
C  -1.25134  -0.39214  -0.32428
C  0.86999  0.29565  0.18882
O  1.63916  -0.09682  -0.72975
F  -2.01453  0.72188  -0.38098
F  0.78342  1.65027  0.30051
H  -0.42398  -0.07998  1.90451
H  0.14361  -1.44280  1.01535
H  -0.98395  -0.73229  -1.24729
H  1.47046  0.51422  -1.58436

E_LUMO (spin up / spin down) = 0.290 / 0.343 eV


What should be chosen as the most stable of them? Choose B.